[1]
Molecular formula: C5H14S
Method: DFT, ωB97M-V/def2-TZVPD

energy above the lowest of the compared OMol25 structures with the same formula, charge and spin = 1.534 eV
frontier orbital gap = 9.43 eV
SMILES = CCC.CSC
lowest unoccupied orbital energy = 0.0363 Ha
calculated total energy = -16245.7668 eV
HOMO = -8.44 eV

Positions of all 20 atoms, in Å:
1 C -2.31338 -0.04849 -0.95196
2 C -0.83489 -0.37498 -1.53815
3 C -0.43007 0.85584 -2.57109
4 H -3.15358 -0.22023 -1.71696
5 H -2.24474 0.99919 -0.67885
6 H -2.61487 -0.69748 -0.14721
7 H -0.27825 -0.24040 -0.65153
8 H -0.82838 -1.42830 -1.97286
9 H -0.29094 1.69964 -1.93347
10 H 0.50527 0.85789 -3.15590
11 H -1.31614 1.16148 -3.15509
12 C 1.63840 0.35579 3.32400
13 S 0.60112 0.35396 1.74710
14 C 1.37241 -0.87067 0.79862
15 H 1.32336 -0.50653 3.82271
16 H 2.70818 0.34024 2.98840
17 H 1.47581 1.22534 3.96850
18 H 1.88854 -1.69156 1.40301
19 H 2.18947 -0.39026 0.23435
20 H 0.60270 -1.38046 0.18639

Cartesian forces, eV/Å:
0.4 -0.6 -2.7
-2.4 1.1 -1.9
-1.0 -1.3 1.1
1.3 0.6 0.7
-0.5 0.1 0.3
0.4 0.0 0.7
0.9 -0.2 0.1
0.4 1.5 0.6
0.1 0.7 0.8
-0.6 -0.8 0.1
0.5 -0.6 -0.2
0.7 1.0 -2.2
-0.8 1.6 2.2
2.0 -2.3 0.0
0.0 -1.4 0.9
-0.9 -0.1 0.6
-0.2 0.0 -0.5
-0.8 1.0 -0.4
-0.5 -0.5 -0.4
1.0 0.3 0.3

=====

[2]
Molecular formula: C5H14S
Method: DFT, ωB97M-V/def2-TZVPD

energy above the lowest of the compared OMol25 structures with the same formula, charge and spin = 0.993 eV
frontier orbital gap = 9.28 eV
SMILES = CCC.CSC
lowest unoccupied orbital energy = 0.0327 Ha
calculated total energy = -16246.3082 eV
HOMO = -8.39 eV

Positions of all 20 atoms, in Å:
1 C 2.62424 -0.24175 -1.23025
2 C 1.55142 -1.35440 -1.13069
3 C 2.21967 -2.63156 -0.67922
4 H 2.86714 -0.13667 -2.29788
5 H 2.34468 0.78472 -1.00631
6 H 3.56372 -0.56429 -0.78802
7 H 0.73583 -1.02975 -0.48037
8 H 1.02543 -1.51413 -2.07871
9 H 2.71041 -2.44361 0.28375
10 H 2.99017 -2.99118 -1.36213
11 H 1.58506 -3.47644 -0.38980
12 C -2.28548 1.77136 -0.11963
13 S -3.83643 1.48542 0.86251
14 C -3.11256 1.56849 2.56921
15 H -1.42030 1.14230 0.07071
16 H -2.51468 2.00563 -1.15013
17 H -2.02945 2.68961 0.41806
18 H -2.05926 1.77723 2.41308
19 H -3.39330 0.68744 3.12452
20 H -3.56631 2.47159 2.97131

Cartesian forces, eV/Å:
-0.1 -0.3 -2.0
-0.3 0.6 -0.1
0.1 -0.6 1.4
0.2 -0.2 0.1
-0.2 -0.2 0.8
-0.1 0.3 0.5
0.2 -0.3 0.4
0.3 0.1 -0.1
0.3 0.2 -0.2
-0.1 0.1 -0.1
-0.4 0.2 -0.7
-0.5 1.4 1.9
0.5 -1.0 -0.3
-0.8 1.0 -1.5
-0.4 -0.8 -0.3
0.0 -0.3 -0.1
0.5 0.3 -0.8
0.2 -0.5 0.5
0.4 -0.2 0.2
0.1 -0.2 0.5

=====

[3]
Molecular formula: C5H14S2
Method: DFT, ωB97M-V/def2-TZVPD

energy above the lowest of the compared OMol25 structures with the same formula, charge and spin = 0.604 eV
frontier orbital gap = 9.39 eV
SMILES = CCSC.CSC
lowest unoccupied orbital energy = 0.0321 Ha
calculated total energy = -27082.1347 eV
HOMO = -8.51 eV

Positions of all 21 atoms, in Å:
1 C -0.98103 0.37930 -0.84062
2 C -1.72214 1.67239 -1.09163
3 S -2.22004 2.53777 0.40791
4 C -3.35276 1.31231 1.09515
5 H -1.55378 -0.36637 -0.28252
6 H -0.07742 0.53250 -0.24857
7 H -0.68962 -0.16417 -1.74048
8 H -1.06524 2.35367 -1.63057
9 H -2.56609 1.56154 -1.77432
10 H -3.85379 0.75084 0.30739
11 H -4.09099 1.85058 1.70669
12 H -2.83090 0.67045 1.80700
13 C 1.99994 -2.63023 1.23471
14 S 2.64315 -2.44138 -0.43407
15 C 3.04085 -0.66524 -0.38382
16 H 0.92049 -2.75329 1.23944
17 H 2.21258 -1.77694 1.87452
18 H 2.41805 -3.51293 1.69881
19 H 2.11845 -0.10662 -0.53652
20 H 3.75872 -0.39821 -1.15336
21 H 3.51233 -0.42607 0.56617

Cartesian forces, eV/Å:
0.2 -0.9 0.3
0.3 0.1 -0.4
-0.1 0.1 -0.2
-0.1 0.3 0.8
-0.3 0.3 0.1
0.0 0.2 0.0
0.0 0.3 -0.3
0.1 0.2 0.2
-0.2 -0.2 0.2
0.0 0.0 0.1
0.1 -0.1 -0.4
0.0 -0.3 -0.3
-0.5 -0.1 0.3
0.4 0.3 -0.1
-0.2 -0.2 0.0
-0.2 0.0 -0.1
0.2 0.1 -0.1
0.2 -0.2 0.0
0.2 0.2 0.1
-0.1 -0.2 -0.3
-0.1 0.0 0.1

=====

[4]
Molecular formula: C5H15BrF7KMgN3NaO7PS3
Method: DFT, ωB97M-V/def2-TZVPD

frontier orbital gap = 1.04 eV
lowest unoccupied orbital energy = -0.2768 Ha
calculated total energy = -181257.3191 eV
net charge = +1
HOMO = -8.57 eV

Positions of all 45 atoms, in Å:
1 C 1.45114 4.10067 3.23943
2 O 1.11700 2.71788 3.20360
3 C 1.38627 2.04794 4.39770
4 C 2.88105 1.75767 4.67617
5 N 3.18174 0.29730 4.48582
6 S 3.00826 -0.08707 2.78615
7 P 0.63233 2.84411 5.93540
8 O 0.75419 1.82035 7.08976
9 H 1.49146 4.47329 2.22007
10 H 2.42396 4.29580 3.69714
11 H 0.67215 4.67241 3.75787
12 H 0.87974 1.05626 4.31040
13 H 3.57067 2.31278 4.04186
14 H 3.05277 1.94804 5.73981
15 H 4.17397 0.18367 4.67460
16 H 1.65906 -0.23732 2.69976
17 H 1.32481 3.99385 6.36152
18 H -0.73598 3.05757 5.67716
19 K -0.32373 -0.52206 3.13078
20 C 0.12842 -3.66391 -5.05416
21 F 0.31230 -4.94776 -5.35852
22 F 1.29363 -3.04197 -5.12747
23 F -0.68382 -3.12626 -5.96680
24 S -0.58630 -3.50107 -3.38011
25 O 0.37324 -4.10036 -2.49716
26 O -1.86633 -4.22721 -3.45459
27 N -0.70017 -1.93939 -3.35729
28 S -1.30675 -1.28515 -2.02262
29 O -0.46792 -1.35695 -0.86213
30 O -2.71040 -1.52544 -1.80581
31 C -1.18862 0.46430 -2.52811
32 F -1.92658 0.69569 -3.64601
33 F 0.05200 0.78987 -2.79099
34 F -1.64727 1.25411 -1.57921
35 N -3.25925 -0.88560 -5.60417
36 H -2.65786 -1.26250 -4.86605
37 H -4.14291 -0.58045 -5.20000
38 H -2.79320 -0.09215 -6.04440
39 H -3.43026 -1.62457 -6.32960
40 O -2.70273 -2.72617 -8.22085
41 H -1.92687 -3.02948 -7.73863
42 Mg -2.01340 -6.14797 -2.43919
43 F 0.31628 2.84735 -2.04904
44 Br 0.84493 2.29571 9.35130
45 Na 0.08899 -0.01583 6.44661

Cartesian forces, eV/Å:
-0.1 0.6 -0.2
0.0 -0.4 -0.1
0.2 0.9 -0.2
0.0 -1.0 0.6
-1.2 0.9 -0.5
0.2 -0.3 -0.3
0.3 -1.8 1.7
-0.2 0.4 -3.5
-0.1 -0.2 -0.1
0.0 -0.2 0.1
0.1 -0.1 0.1
0.4 0.8 0.4
-0.4 0.5 0.0
0.4 0.1 -0.1
0.0 -0.4 0.1
1.6 0.2 0.1
-0.2 0.2 -0.5
0.3 0.6 -0.4
-1.4 -0.4 -0.9
0.5 0.2 -1.3
-0.2 0.0 0.4
-0.1 -0.1 0.4
-0.1 -0.1 0.3
1.4 1.0 -0.5
-0.4 -0.4 0.4
-0.6 -1.1 0.5
-0.7 -1.1 0.3
-0.6 1.6 0.9
0.4 -0.6 0.2
0.0 -0.6 -0.5
0.9 1.7 -0.6
-0.2 -0.4 0.0
-0.1 -1.4 -0.4
-0.5 -0.7 0.3
-0.2 -0.5 -0.3
0.1 0.1 0.0
0.0 0.0 0.1
0.1 -0.1 0.0
0.4 0.1 -0.4
-0.5 0.6 1.0
0.2 -0.2 -0.2
0.2 1.0 -0.6
0.1 0.8 0.4
0.1 0.4 2.0
0.1 -0.7 1.2

=====

> What is the lowest unoccupied orbital energy in the second record?

0.0327 Ha